{
  "formula": "C40H64N8O11S",
  "method": "wB97M-V/def2-TZVPD",
  "homo_ev": -8.02,
  "smiles": "C#CCc1nc2c(O)c(Cc3ccccc3)c(CCCO)c(O)c2nc1C[SH](=O)=O.CN(C)C=O.CN(C)C=O.CN(C)C=O.CN(C)C=O.CN(C)C=O.CN(C)C=O",
  "largest_force_ha_per_bohr": 0.1379,
  "total_charge": 0,
  "e_lumo_ev": -1.12,
  "energy_ev": -87778.0768,
  "multiplicity": 1,
  "elements": ["S", "O", "O", "O", "O", "O", "O", "O", "O", "O", "O", "O", "N", "N", "N", "N", "N", "N", "N", "N", "C", "C", "C", "C", "C", "C", "C", "C", "C", "C", "C", "C", "C", "C", "C", "C", "C", "C", "C", "C", "C", "C", "C", "C", "C", "C", "C", "C", "C", "C", "C", "C", "C", "C", "C", "C", "C", "C", "C", "C", "H", "H", "H", "H", "H", "H", "H", "H", "H", "H", "H", "H", "H", "H", "H", "H", "H", "H", "H", "H", "H", "H", "H", "H", "H", "H", "H", "H", "H", "H", "H", "H", "H", "H", "H", "H", "H", "H", "H", "H", "H", "H", "H", "H", "H", "H", "H", "H", "H", "H", "H", "H", "H", "H", "H", "H", "H", "H", "H", "H", "H", "H", "H", "H"],
  "positions_angstrom": [[10.78254, -0.06020, -2.22325], [12.30725, -0.27218, -2.20901], [1.95101, -0.83300, 2.05208], [4.32962, 4.56423, -2.51397], [5.71285, -1.18241, -1.30997], [-3.10229, -0.88163, 1.18213], [-7.21051, 4.28140, 5.35073], [-5.00359, 0.40323, -4.99714], [-4.49557, -4.59269, 4.38283], [2.50932, -4.71525, 1.46276], [-1.45629, 2.34257, 1.21942], [10.13974, -1.29219, -1.62523], [-3.35891, 3.23516, 2.15594], [-6.27548, -5.52378, 3.26517], [7.91055, 0.75255, -1.46892], [7.12656, 3.82816, -2.05201], [3.81565, -5.77473, -0.10422], [-4.69913, 2.19311, -6.40746], [-7.90241, 2.22405, 6.12247], [-2.03802, -1.81910, 2.99408], [2.72332, -0.54967, -1.68597], [1.76312, -0.33974, -0.38243], [1.14423, 1.30859, -4.72163], [-0.94187, -0.86980, 2.95147], [-1.31385, -0.04142, -4.66361], [-8.07062, 3.54675, 5.80789], [8.82576, 1.87143, -1.53045], [-5.35853, -5.44753, 4.27605], [10.44061, 4.95140, 1.02503], [6.15115, 2.75189, -1.99802], [10.14286, 4.80069, -0.25931], [-6.24955, -4.52285, 2.21648], [-0.00217, 0.42671, -5.41912], [-8.97815, 1.41876, 6.66329], [1.93189, 2.66221, -2.34763], [9.61784, 4.55931, -1.78613], [-2.03740, -2.84574, 4.01672], [-2.65991, 2.31879, 1.41836], [5.36955, 0.19194, -1.61480], [-7.27280, -6.57297, 3.20774], [-5.18148, 2.95473, -7.54103], [0.94389, 1.75049, -3.22417], [4.61163, 3.15646, -2.22670], [-3.48144, 2.61767, -5.74411], [3.83737, 0.59802, -1.83476], [3.41714, 2.09301, -2.14803], [3.59985, -5.05812, 1.04041], [2.67682, -6.17674, -0.90593], [10.40300, 1.51869, -1.24961], [-1.52351, 0.39758, -3.15914], [-3.03847, -1.71833, 2.07025], [6.56872, 1.27007, -1.69192], [-2.64406, 4.33846, 2.76618], [-6.60738, 1.60995, 5.90804], [2.27441, -1.39606, 0.73559], [-5.35511, 1.08671, -5.94296], [5.14620, -6.14509, -0.54151], [-4.79143, 3.13778, 2.34657], [-0.40244, 1.27174, -2.48591], [8.47874, 3.38642, -1.79155], [-2.46849, 0.09093, -2.54947], [-2.16114, -0.66784, -5.14173], [-2.14603, 4.91778, 1.98407], [10.52652, 4.23954, -2.41648], [-4.41662, 2.95227, -8.32228], [-5.00281, 3.05698, 3.41621], [-3.07318, 3.50925, -6.22338], [-7.17619, -7.25301, 4.05637], [3.40511, -1.63669, 0.66018], [4.63805, 4.67538, -3.45550], [4.53093, -4.80443, 1.57298], [5.32826, -5.71445, -1.52976], [-3.70312, 2.83210, -4.69529], [-6.26639, 0.85223, -6.51737], [0.69281, -0.62444, -0.73877], [0.08529, 0.08655, -6.52980], [2.09295, 1.61658, -5.29651], [-5.46603, -6.25488, 5.01847], [3.00368, -6.73827, -1.78281], [-1.34109, 0.14129, 3.06873], [-5.85795, 2.14517, 6.49717], [-6.10214, 2.52413, -7.93997], [1.96150, 3.70921, -2.86621], [-2.03724, -2.36734, 5.00008], [-3.33071, 4.98189, 3.31917], [-1.88513, 3.94063, 3.44518], [2.38737, -1.39914, 2.74210], [-6.39298, -3.53478, 2.66194], [3.22907, -1.59689, -1.56486], [10.44943, 0.12773, -3.58764], [1.50196, 2.86290, -1.28444], [2.13023, -5.28458, -1.22299], [-6.34595, 1.69065, 4.84968], [11.12198, 2.30674, -1.67366], [-0.58325, 1.61477, -1.39042], [-3.81865, -2.48713, 2.19513], [-7.03604, -4.71330, 1.48436], [9.18655, 5.53029, -2.24557], [-6.62542, 0.55945, 6.20325], [5.21052, -7.23497, -0.60003], [-0.22395, -1.07572, 3.74667], [1.86271, 0.76349, -0.07117], [-5.26416, 4.03911, 1.94733], [-5.19743, 2.26319, 1.83406], [-2.74963, 1.80706, -5.78975], [-9.89175, 2.00656, 6.77205], [-2.91799, -3.48662, 3.92981], [-1.13666, -3.45608, 3.90628], [-8.26730, -6.11911, 3.22346], [10.54977, 1.30624, -0.12237], [-8.67858, 1.03719, 7.64306], [-5.37518, 3.98246, -7.22216], [5.90392, -5.77858, 0.15378], [1.70754, -2.41045, 0.63345], [5.95253, -1.58394, -2.19487], [2.12587, -0.62620, -2.68328], [10.56142, 4.89553, 2.17837], [-0.44585, -0.94047, 1.98151], [-3.29765, 1.52374, 1.00054], [-5.27417, -4.54718, 1.72332], [-9.16928, 0.58089, 5.98737], [-7.14267, -7.13656, 2.28010], [2.01310, -6.79723, -0.29801], [-9.09115, 3.91095, 6.01020]],
  "forces_ev_per_angstrom": [[4.22, -4.63, 2.77], [-4.16, 1.79, -0.60], [1.21, -1.12, -0.19], [0.92, -3.09, -0.79], [-0.45, 2.14, -2.08], [0.08, -0.03, 0.18], [-0.21, -0.55, 0.19], [0.08, 0.30, -0.28], [-0.58, -0.30, -0.16], [0.21, -0.19, -0.28], [-0.20, 0.31, 0.16], [0.40, 3.73, -1.94], [0.39, -0.67, -0.49], [0.60, -0.13, 0.87], [-0.62, 6.85, -1.06], [2.40, -4.67, 1.11], [0.09, 0.49, 0.82], [-0.70, -0.73, 0.09], [-0.38, 0.95, -0.15], [-0.98, -0.06, -0.63], [0.41, -0.36, -0.45], [0.72, -0.95, -1.04], [-3.35, -0.97, 2.22], [-0.25, 0.19, -0.37], [2.59, 2.32, 2.27], [0.32, -0.39, 0.02], [-0.76, 0.00, 0.15], [-0.42, -0.02, -0.49], [-2.06, -1.49, -6.62], [-0.39, -0.07, 0.20], [0.79, 0.56, 6.07], [0.25, 0.15, 0.13], [-0.80, 0.51, 2.92], [0.27, -0.01, -0.08], [0.05, 0.03, -0.39], [0.14, -0.51, 1.32], [0.00, 0.05, -0.20], [-0.36, 0.19, 0.08], [-1.80, 2.65, -0.64], [0.07, 0.19, -0.14], [0.20, -0.03, 0.21], [-3.18, -2.39, -1.18], [-0.63, -2.80, 0.36], [0.01, -0.26, 0.19], [2.90, 0.56, 0.36], [4.58, 1.07, 0.13], [-0.03, -0.25, -0.43], [-0.20, 0.16, 0.21], [-1.88, 0.10, -0.81], [3.54, 1.25, -1.91], [0.69, -0.08, 0.60], [-2.29, -1.05, -0.05], [0.21, -0.13, -0.11], [0.12, 0.29, -0.10], [-0.60, -0.04, 0.09], [0.39, 0.41, -0.04], [-0.25, -0.02, -0.07], [0.21, 0.13, 0.09], [0.04, -0.79, -2.78], [-2.59, -0.87, -0.29], [1.98, 0.64, -1.32], [1.81, 1.22, 0.63], [0.06, 0.06, 0.18], [-1.44, 0.50, 0.99], [-0.15, 0.12, -0.09], [-0.23, 0.07, -0.09], [-0.14, -0.12, -0.01], [0.05, 0.13, -0.08], [-1.71, 0.68, -0.02], [-0.34, 0.06, 1.39], [0.06, -0.05, -0.09], [0.19, -0.10, 0.04], [0.22, -0.01, -0.04], [0.00, 0.09, -0.07], [1.79, 0.81, 0.97], [0.07, 0.81, 2.27], [-1.77, -0.61, 0.97], [-0.07, -0.02, -0.06], [0.06, 0.09, 0.15], [0.22, 0.01, -0.06], [0.08, -0.15, -0.12], [0.11, -0.01, 0.10], [0.36, -1.94, 1.01], [0.02, -0.17, 0.06], [0.01, -0.15, -0.10], [0.02, 0.20, -0.02], [-0.64, 0.70, -1.10], [0.03, 0.01, -0.20], [-0.60, 2.08, -0.29], [-0.23, 0.25, 1.34], [0.48, -0.58, -1.92], [-0.09, -0.17, -0.05], [0.14, -0.10, 0.12], [-1.13, -1.24, 0.86], [0.44, -0.66, -2.05], [0.07, -0.07, 0.12], [0.09, -0.05, 0.16], [0.59, -1.74, 1.04], [-0.09, 0.16, -0.02], [0.19, 0.06, -0.07], [-0.16, -0.08, -0.14], [-0.45, -1.89, -0.06], [-0.19, -0.10, 0.12], [0.17, 0.07, 0.01], [0.04, 0.24, 0.15], [0.15, 0.00, -0.04], [0.32, 0.30, -0.01], [-0.03, -0.03, 0.16], [-0.04, -0.21, -0.02], [0.03, 0.10, -2.05], [-0.20, -0.09, -0.02], [-0.05, 0.01, -0.21], [-0.15, 0.00, -0.05], [0.99, 1.74, -0.09], [-0.23, 0.54, 1.48], [0.91, 0.43, 1.84], [-0.13, 0.30, -2.88], [0.05, 0.20, 0.25], [0.02, 0.04, 0.08], [-0.13, 0.14, -0.08], [-0.14, -0.04, 0.16], [-0.17, -0.09, 0.09], [-0.07, 0.05, -0.18], [-0.03, -0.10, 0.04]],
  "mulliken_charge": [0.782, -0.613, -0.549, -0.558, -0.560, -0.558, -0.557, -0.549, -0.609, -0.614, -0.652, -0.525, 0.154, 0.128, -0.348, -0.470, 0.146, 0.151, 0.135, 0.255, -0.993, -0.057, -0.277, -0.759, -0.604, 0.114, 0.311, 0.087, -0.268, 0.277, -0.140, -0.904, -0.333, -0.918, -0.689, -0.732, -0.563, 0.223, -0.349, -0.926, -0.922, 0.285, -0.539, -0.751, 0.920, 0.558, 0.107, -0.931, -0.425, -0.404, 0.280, 0.362, -0.969, -0.819, -0.400, 0.072, -0.962, -0.967, -0.344, 0.126, 0.396, 0.342, 0.288, 0.320, 0.325, 0.363, 0.367, 0.289, 0.286, 0.318, 0.332, 0.340, 0.296, 0.267, 0.142, 0.297, 0.307, 0.246, 0.394, 0.150, 0.296, 0.300, 0.366, 0.324, 0.367, 0.289, 0.307, 0.292, 0.393, 0.171, 0.323, 0.257, 0.161, 0.246, 0.358, -0.023, 0.391, 0.324, 0.378, 0.365, 0.343, 0.125, 0.334, 0.332, 0.132, 0.298, 0.060, 0.291, 0.331, 0.353, 0.330, 0.323, 0.295, 0.186, 0.304, 0.325, 0.336, 0.232, 0.277, 0.270, 0.327, 0.332, 0.294, 0.255]
}